[1]
DFT (ωB97M-V with the def2-TZVPD basis set) results for a cluster of 10 separate species, C54H116O6 in total in a non-equilibrium geometry.

Output
**Calculated total energy**: -70164.5628 eV
**Strongest force on any atom**: 0.095 Eh/bohr
**SMILES**: O=C1CCCO1.O=C1CCCO1.O=C1CCCO1.CCCCCC.CCCCCC.CCCCCC.CCCCCC.CCCCCC.CCCCCC.CCCCCC

Structure (XYZ):
```
176
Properties=species:S:1:pos:R:3:forces:R:3
O 16.972 17.946 12.766 -0.161 2.344 1.499
C 16.839 18.999 13.406 0.118 -3.660 -2.515
C 16.971 19.151 14.880 0.053 0.206 0.480
C 16.228 20.442 15.118 0.145 0.873 -0.367
C 16.453 21.174 13.770 -0.271 0.037 1.037
O 16.458 20.118 12.786 -0.247 0.925 0.386
H 16.541 18.265 15.348 0.135 0.143 0.006
H 18.022 19.255 15.149 0.121 -0.214 -0.024
H 15.171 20.233 15.279 -0.082 0.157 -0.123
H 16.579 21.100 15.914 0.076 -0.338 0.191
H 15.686 21.943 13.676 -0.204 -0.398 -0.875
H 17.411 21.690 13.704 0.157 -0.109 0.193
O 10.521 17.453 10.571 1.481 0.033 0.420
C 11.626 17.466 11.094 -3.327 -1.960 -0.678
C 12.390 16.210 11.625 -0.459 1.067 -0.324
C 13.730 16.841 11.793 1.657 -1.219 1.442
C 13.463 18.283 12.073 1.400 1.691 -1.457
O 12.258 18.596 11.344 0.151 -0.097 0.972
H 11.994 15.919 12.598 -0.285 0.334 0.035
H 12.367 15.302 11.022 -0.215 0.457 -0.445
H 14.208 16.419 12.677 0.355 -0.077 -0.036
H 14.421 16.674 10.967 -0.206 0.193 -0.185
H 13.498 18.592 13.117 -0.894 -0.289 -0.027
H 14.176 18.925 11.555 0.454 -0.123 0.238
O 12.326 17.217 14.717 -0.302 -0.515 0.752
C 12.887 16.826 15.727 -3.444 -0.494 -3.426
C 12.478 15.710 16.626 -0.490 0.371 0.428
C 13.337 16.001 17.834 1.010 -0.951 0.015
C 14.566 16.625 17.169 -0.501 1.415 1.442
O 13.972 17.368 16.075 4.276 1.026 1.328
H 11.423 15.863 16.853 -0.047 -0.566 -0.248
H 12.698 14.779 16.103 -0.225 -0.192 0.166
H 12.804 16.692 18.487 0.298 0.073 0.125
H 13.672 15.123 18.386 -0.351 0.015 0.171
H 15.016 17.380 17.813 0.146 -0.050 -0.020
H 15.356 15.926 16.894 -0.345 -0.045 -0.581
C 12.595 20.246 19.467 -1.983 -0.006 -1.103
C 11.242 19.470 19.363 0.813 0.255 0.062
C 10.045 20.229 18.752 0.044 -0.233 0.778
C 8.936 19.276 18.333 -0.507 -0.598 -1.319
C 9.260 18.401 17.040 -0.584 1.585 1.715
C 8.084 17.587 16.551 0.364 -1.157 -0.067
H 12.864 20.428 18.427 0.773 -0.008 0.075
H 13.338 19.708 20.055 0.030 0.231 -0.159
H 12.324 21.224 19.866 0.510 0.048 0.419
H 11.374 18.568 18.764 0.236 -0.146 0.045
H 11.054 19.141 20.385 -0.680 -0.125 -0.009
H 10.268 20.885 17.910 0.597 -0.274 -0.296
H 9.653 20.943 19.477 -0.081 -0.056 0.330
H 8.578 18.621 19.128 0.409 -0.152 0.297
H 8.046 19.860 18.102 -0.087 0.191 -0.212
H 9.571 19.123 16.285 0.262 -0.224 -0.208
H 10.085 17.737 17.298 0.112 -0.040 -0.282
H 7.767 16.853 17.291 -0.132 0.147 0.416
H 7.186 18.099 16.204 0.298 0.338 -0.005
H 8.476 16.941 15.766 -0.289 0.121 -0.488
C 9.872 14.303 14.396 0.152 0.026 0.099
C 10.757 13.210 13.845 0.005 0.037 0.471
C 10.755 11.882 14.609 0.892 -0.756 -1.039
C 11.855 10.904 14.013 -1.033 0.434 1.501
C 11.677 9.438 14.565 1.145 -0.427 -1.170
C 12.534 8.402 13.772 -0.020 0.768 -0.049
H 9.950 15.133 13.694 -0.449 0.197 0.134
H 10.261 14.659 15.350 -0.303 -0.042 0.159
H 8.849 13.941 14.494 -0.112 0.309 0.066
H 10.438 13.099 12.809 0.326 -0.492 -0.154
H 11.761 13.636 13.858 0.288 -0.220 -0.287
H 9.817 11.348 14.458 -0.292 0.194 0.041
H 10.862 12.017 15.685 0.160 0.128 0.110
H 11.860 11.171 12.956 -0.348 -1.180 -0.457
H 12.858 11.226 14.295 0.038 0.040 0.404
H 12.051 9.441 15.589 -0.107 0.144 0.153
H 10.677 9.007 14.607 -0.358 0.694 -0.158
H 13.576 8.724 13.776 0.119 -0.018 -0.095
H 12.521 7.373 14.131 -0.252 0.122 0.344
H 12.205 8.370 12.733 0.014 0.045 -0.078
C 19.491 17.100 22.578 -0.433 0.102 -0.376
C 18.647 16.858 23.804 -0.231 0.948 -0.057
C 17.242 17.514 23.801 1.318 -1.486 1.077
C 16.319 16.841 22.809 0.201 1.033 -1.000
C 14.938 17.444 22.772 -1.002 -0.027 -0.828
C 14.150 17.141 21.467 -0.543 -0.224 0.608
H 19.011 16.656 21.706 0.219 -0.350 -0.147
H 20.488 16.684 22.728 0.056 0.156 -0.309
H 19.514 18.162 22.337 0.411 0.156 0.171
H 18.544 15.782 23.948 -0.060 -0.042 0.298
H 19.139 17.311 24.664 0.331 -0.363 0.149
H 17.312 18.602 23.773 -0.071 0.081 -0.809
H 17.024 17.354 24.857 -1.158 -0.197 0.038
H 16.746 16.964 21.814 0.255 0.490 -0.311
H 16.300 15.751 22.818 -0.154 -0.165 0.908
H 14.399 17.106 23.656 -0.369 -0.181 -0.109
H 14.917 18.531 22.861 0.586 0.095 0.141
H 14.504 17.589 20.538 0.751 0.083 0.155
H 14.044 16.070 21.291 0.081 -0.144 -0.006
H 13.138 17.540 21.531 -0.213 -0.066 0.261
C 12.792 11.482 19.053 -0.497 0.078 0.005
C 11.521 12.054 19.710 0.855 0.392 0.186
C 11.277 13.573 19.471 0.076 -1.336 0.031
C 10.079 13.967 20.315 0.108 0.721 -0.645
C 9.674 15.442 20.081 -0.960 -0.570 -0.056
C 8.349 15.835 20.768 0.495 -0.486 0.940
H 12.743 10.399 18.947 -0.092 -0.023 -0.059
H 13.678 11.680 19.656 0.030 0.250 -0.059
H 12.923 11.915 18.061 0.156 -0.049 -0.126
H 10.631 11.478 19.454 -0.035 0.100 -0.393
H 11.624 11.895 20.783 -0.034 0.077 0.214
H 11.074 13.732 18.412 -0.204 0.004 -0.205
H 12.171 14.167 19.662 0.089 -0.059 0.426
H 9.291 13.291 19.981 -0.425 0.157 0.145
H 10.290 13.696 21.349 -0.096 0.373 0.229
H 10.518 16.096 20.303 -0.087 0.184 0.239
H 9.468 15.542 19.016 0.293 0.022 -0.310
H 8.454 15.798 21.852 0.228 0.191 0.213
H 7.937 16.818 20.540 0.197 -0.075 -0.332
H 7.593 15.067 20.604 -0.103 0.077 -0.495
C 14.735 13.250 14.475 -0.243 -0.377 -0.191
C 15.917 12.777 13.669 0.358 0.069 -0.151
C 16.157 13.632 12.417 -0.128 -0.748 -0.123
C 17.100 12.977 11.388 0.549 0.329 0.807
C 17.594 13.922 10.286 -1.386 -1.229 -1.068
C 16.515 13.934 9.176 -0.228 0.826 -0.112
H 13.851 13.199 13.839 -0.128 0.400 0.067
H 14.907 14.260 14.849 -0.229 0.080 0.092
H 14.557 12.545 15.286 -0.037 0.256 0.284
H 16.781 12.754 14.334 0.347 0.040 -0.155
H 15.727 11.741 13.391 0.076 -0.140 -0.231
H 16.461 14.643 12.687 0.281 0.051 0.050
H 15.178 13.740 11.952 -0.171 0.156 -0.194
H 17.994 12.578 11.869 0.056 0.075 0.519
H 16.623 12.083 10.985 -0.185 0.065 -0.276
H 17.725 14.924 10.695 0.378 -0.043 -0.182
H 18.491 13.480 9.851 0.332 0.474 0.182
H 15.614 14.373 9.604 -0.271 -0.128 -0.065
H 16.717 14.530 8.286 0.462 0.365 0.172
H 16.253 12.970 8.738 0.169 -0.353 0.535
C 20.478 12.990 22.190 -0.307 -0.185 1.234
C 19.985 13.257 20.801 0.767 -0.018 -0.558
C 18.491 13.327 20.653 -0.610 -1.019 -0.401
C 18.054 13.446 19.193 -0.209 1.127 0.067
C 16.553 13.526 18.972 -0.287 -0.032 -0.340
C 16.134 13.408 17.513 0.313 -0.018 -0.225
H 20.115 13.752 22.881 0.033 0.340 -0.004
H 21.559 12.945 22.323 0.020 0.025 -0.338
H 20.065 12.076 22.617 0.025 -0.302 -0.207
H 20.469 14.169 20.451 -0.197 0.328 -0.138
H 20.354 12.496 20.112 0.070 -0.241 -0.016
H 18.062 14.078 21.316 -0.117 0.350 -0.215
H 18.040 12.382 20.959 0.127 -0.245 0.569
H 18.503 14.371 18.833 0.107 0.062 -0.509
H 18.405 12.627 18.565 0.444 -0.145 0.249
H 16.062 12.690 19.470 -0.084 0.089 0.443
H 16.146 14.467 19.342 -0.020 0.041 0.445
H 16.429 12.440 17.108 -0.169 -0.159 -0.018
H 15.058 13.534 17.400 -0.029 -0.171 0.009
H 16.610 14.139 16.860 0.148 0.218 0.067
C 17.914 17.502 18.094 0.450 -1.303 -0.330
C 18.708 18.717 18.423 -0.295 0.338 0.079
C 17.868 19.967 18.706 0.315 -0.095 1.253
C 17.070 19.938 20.055 0.295 1.078 -1.108
C 16.237 21.264 20.207 1.306 -1.789 -0.653
C 15.714 21.267 21.605 -0.505 1.033 0.078
H 18.646 16.707 17.951 -0.034 -0.322 -0.270
H 17.422 17.644 17.132 -0.396 -0.199 0.265
H 17.269 17.096 18.874 -0.400 0.443 0.015
H 19.379 18.495 19.253 -0.124 0.224 0.388
H 19.397 18.831 17.587 -0.031 0.551 -0.186
H 17.132 20.260 17.958 0.137 -0.471 -0.501
H 18.608 20.767 18.719 -0.224 0.468 0.312
H 16.341 19.128 20.092 0.019 -0.280 -0.233
H 17.718 19.779 20.916 0.246 0.145 0.026
H 16.853 22.118 19.925 -0.011 0.136 0.221
H 15.452 21.159 19.458 -0.291 0.349 0.083
H 15.210 20.311 21.744 -0.103 0.190 0.496
H 16.506 21.437 22.334 0.094 -0.406 0.034
H 15.034 22.108 21.741 -0.388 -0.191 0.177
```
Positions in Å, forces in eV/Å.

[2]
DFT (ωB97M-V with the def2-TZVPD basis set) results for a structure of composition C4H12NO3 in a non-equilibrium geometry.

Output
**ΔE to the lowest compared entry with this formula, charge and spin**: 85.74 kcal/mol
**Calculated total energy**: -11965.8778 eV
**Strongest force on any atom**: 0.092 Eh/bohr
**Charge**: +1

Structure (XYZ):
```
20
Properties=species:S:1:pos:R:3:forces:R:3
C 0.692 -0.723 -2.568 -1.950 -2.566 -1.212
C -0.084 -1.331 1.891 0.995 0.447 1.599
C -0.502 2.112 1.296 2.653 -3.067 2.437
C -0.167 -0.049 -0.115 -0.658 2.857 0.874
N 0.836 0.033 -1.308 1.472 1.976 1.137
O -1.210 -0.778 -0.465 0.209 -0.247 -0.637
O 0.531 -0.368 0.997 -0.492 0.165 -1.353
O -0.759 1.620 0.040 0.194 -4.200 -2.112
H 1.469 -0.557 -3.358 -0.463 0.487 1.239
H 0.708 -1.852 -2.346 -0.011 1.770 -0.133
H -0.330 -0.512 -3.002 1.227 -0.119 0.465
H -1.109 -1.467 1.657 -0.751 -0.311 -0.238
H -0.045 -0.890 2.932 0.304 -0.668 -1.243
H 0.487 -2.263 1.777 -0.335 0.305 0.349
H -0.863 1.430 2.205 0.472 1.427 -1.889
H -0.815 3.086 1.436 -1.281 1.919 -0.099
H 0.608 2.164 1.337 -0.449 0.093 0.873
H 1.765 -0.258 -0.875 -1.245 0.986 -0.506
H 0.801 1.088 -1.511 0.453 -1.587 0.388
H -2.010 -0.487 -0.021 -0.345 0.334 0.061
```
Positions in Å, forces in eV/Å.

Number 1: M 861.52 g/mol, LUMO level 0.53 eV, HOMO-LUMO gap 9.714 eV. Number 2: M 122.14 g/mol, LUMO level -3.24 eV, HOMO-LUMO gap 10.678 eV.